The following is a quantum chemistry calculation of a 2-piece molecular cluster, C6H11N overall, from the OMol25 dataset.

XYZ file:
```
18
C6H11N, DFT ωB97M-V/def2-TZVPD
C 1.6890 -0.1711 0.7926
C 0.6029 -1.0751 0.1088
C -0.3008 -0.2459 -0.8524
C -0.3654 1.2302 -0.5657
C -1.4568 0.3771 -0.0448
C -2.6895 -0.1044 0.2027
N 2.5020 0.6621 -0.1237
H 1.0514 0.5688 1.2873
H 2.3044 -0.8555 1.3779
H 1.0941 -1.9166 -0.3890
H -0.0923 -1.4008 0.8820
H -0.6316 -0.5312 -1.8547
H -0.6116 1.9383 -1.3569
H -1.3380 0.8644 1.4525
H -3.2714 0.3343 0.9973
H -3.2361 -0.7461 -0.4822
H 1.7842 1.0889 -0.7040
H 2.9657 -0.0174 -0.7277
```

Computed properties:
ΔE to the lowest compared entry with this formula, charge and spin: 8.575 eV
Net charge: 0
Kohn-Sham gap: 5.614 eV
Energy: -289.65656 Eh

Per-atom Löwdin charges, elementary charge units: number 1, C, carries -0.281; number 2, C, carries -0.162; number 3, C, carries -0.247; number 4, C, carries -0.109; number 5, C, carries -0.343; number 6, C, carries 0.097; number 7, N, carries -0.010; number 8, H, carries 0.082; number 9, H, carries 0.104; number 10, H, carries 0.103; number 11, H, carries 0.093; number 12, H, carries 0.132; number 13, H, carries 0.071; number 14, H, carries 0.251; number 15, H, carries 0.059; number 16, H, carries 0.083; number 17, H, carries 0.021; number 18, H, carries 0.057

***

The following is a quantum chemistry calculation of one molecule with the formula C6H11N, from the OMol25 dataset.

XYZ file:
```
18
C6H11N, DFT ωB97M-V/def2-TZVPD
C 1.4805 -3.3145 0.4557
C 0.5822 -2.1121 0.6749
C 0.1255 -1.2107 -0.2360
C -0.3859 0.0465 0.3068
C -1.0231 0.9743 -0.4591
N -1.4398 2.2485 -0.0423
C -0.6847 3.3010 -0.7825
H 2.0577 -3.3303 1.3711
H 2.0279 -3.1413 -0.4618
H 0.9221 -4.2520 0.5072
H 0.2673 -1.8769 1.6862
H 0.4088 -1.3467 -1.2925
H -0.4090 0.1579 1.3884
H -0.7638 0.8946 -1.5166
H -1.4953 2.2818 0.9636
H -1.1374 4.1859 -0.3263
H 0.3344 3.3072 -0.4028
H -0.8674 3.1869 -1.8338
```

Computed properties:
ΔE to the lowest compared entry with this formula, charge and spin: 2.114 eV
Net charge: 0
Kohn-Sham gap: 8.596 eV
Energy: -289.89398 Eh

Per-atom Löwdin charges, elementary charge units: number 1, C, carries -0.098; number 2, C, carries -0.179; number 3, C, carries -0.137; number 4, C, carries -0.130; number 5, C, carries -0.187; number 6, N, carries -0.114; number 7, C, carries -0.093; number 8, H, carries 0.062; number 9, H, carries 0.069; number 10, H, carries 0.069; number 11, H, carries 0.087; number 12, H, carries 0.113; number 13, H, carries 0.098; number 14, H, carries 0.109; number 15, H, carries 0.105; number 16, H, carries 0.075; number 17, H, carries 0.077; number 18, H, carries 0.075

***

The following is a quantum chemistry calculation of an isolated ion of composition C6H11N and charge +1, from the OMol25 dataset.

XYZ file:
```
18
C6H11N, DFT ωB97M-V/def2-TZVPD
C 1.9040 -0.1047 1.0767
N -0.7658 0.7510 1.5174
C -0.5132 0.0225 0.3595
C 0.7731 -0.5011 0.1352
C 1.3059 -1.0044 -1.1827
C -2.6481 0.7964 -0.7157
C -1.5182 0.0213 -0.6585
H 2.6271 0.3791 0.4288
H 2.4019 -1.0499 1.3225
H 1.6109 0.4292 1.9633
H -0.1358 1.4959 1.7217
H -1.7377 0.8801 1.7461
H 2.3506 -0.7451 -1.2658
H 1.2193 -2.0984 -1.1966
H 0.6398 -0.7294 -2.0010
H -2.6968 1.4363 -1.6025
H -3.6163 0.7196 -0.2303
H -1.2007 -0.6985 -1.4180
```

Computed properties:
ΔE to the lowest compared entry with this formula, charge and spin: 2.127 eV
Net charge: +1
Multiplicity: 2
Kohn-Sham gap (spin up / spin down): 7.544 / 7.209 eV
Energy: -289.59044 Eh

Per-atom Löwdin charges, elementary charge units: number 1, C, carries 0.006; number 2, N, carries 0.123; number 3, C, carries -0.258; number 4, C, carries -0.122; number 5, C, carries -0.012; number 6, C, carries 0.143; number 7, C, carries -0.024; number 8, H, carries 0.101; number 9, H, carries 0.121; number 10, H, carries 0.078; number 11, H, carries 0.102; number 12, H, carries 0.109; number 13, H, carries 0.093; number 14, H, carries 0.120; number 15, H, carries 0.084; number 16, H, carries 0.103; number 17, H, carries 0.105; number 18, H, carries 0.127

***

The following is a quantum chemistry calculation of an isolated ion of composition C6H11N2 and charge +1, from the OMol25 dataset.

XYZ file:
```
19
C6H11N2, DFT ωB97M-V/def2-TZVPD
C -0.7647 -1.1054 1.0382
C 1.0984 -1.4496 0.2471
C -0.4842 -0.0502 -1.1274
C 0.8484 -0.6274 -0.9805
C -2.4525 0.2774 0.2614
C 1.4242 1.0749 0.8930
N -1.2218 -0.3539 0.0544
N 1.8070 -0.1464 0.1749
H -0.6266 1.0712 -1.3186
H -0.9560 -0.6451 -1.8556
H 1.6546 -2.4021 0.2208
H 1.2873 -0.9773 -1.9059
H -2.9035 0.0336 1.2883
H -2.3528 1.3952 0.3657
H -3.0875 0.1077 -0.5705
H 2.3896 1.6585 0.9341
H 0.4895 1.5314 0.2941
H 1.0838 0.7817 1.8737
H 2.7670 -0.1742 0.1128
```

Computed properties:
ΔE to the lowest compared entry with this formula, charge and spin: 6.359 eV
Net charge: +1
Kohn-Sham gap: 9.911 eV
Energy: -344.28145 Eh

Per-atom Löwdin charges, elementary charge units: number 1, C, carries 0.237; number 2, C, carries -0.019; number 3, C, carries -0.138; number 4, C, carries -0.144; number 5, C, carries -0.072; number 6, C, carries 0.015; number 7, N, carries -0.297; number 8, N, carries -0.034; number 9, H, carries 0.172; number 10, H, carries 0.140; number 11, H, carries 0.138; number 12, H, carries 0.156; number 13, H, carries 0.135; number 14, H, carries 0.120; number 15, H, carries 0.092; number 16, H, carries 0.131; number 17, H, carries 0.133; number 18, H, carries 0.095; number 19, H, carries 0.140

***

The following is a quantum chemistry calculation of an isolated ion of composition C6H11N2 and charge +1, from the OMol25 dataset.

XYZ file:
```
19
C6H11N2, DFT ωB97M-V/def2-TZVPD
N -0.4676 -0.7991 -2.5312
C 0.1908 -1.6251 -1.4407
C 1.1520 -0.7633 -0.6379
C 0.4701 0.0826 0.3927
C 0.3408 -0.1534 1.7843
C -0.4668 0.8115 2.3047
N -0.8586 1.6275 1.2659
C -0.1971 1.2590 0.1389
H -0.2232 0.1834 -2.4140
H -0.1157 -1.1276 -3.4295
H -1.4745 -0.9536 -2.5044
H -0.5589 -1.9931 -0.7636
H 0.7151 -2.4335 -1.9452
H 1.8449 -1.4267 -0.1470
H 1.8538 -0.1828 -1.2515
H 0.7438 -0.9879 2.3397
H -0.7762 1.1156 3.2897
H -1.2715 2.5311 1.4275
H -0.2533 1.8164 -0.7844
```

Computed properties:
ΔE to the lowest compared entry with this formula, charge and spin: 0.897 eV
Net charge: +1
Kohn-Sham gap: 8.322 eV
Energy: -344.48218 Eh

Per-atom Löwdin charges, elementary charge units: number 1, N, carries 0.212; number 2, C, carries -0.116; number 3, C, carries -0.148; number 4, C, carries -0.262; number 5, C, carries -0.043; number 6, C, carries -0.087; number 7, N, carries 0.030; number 8, C, carries -0.105; number 9, H, carries 0.146; number 10, H, carries 0.171; number 11, H, carries 0.174; number 12, H, carries 0.134; number 13, H, carries 0.133; number 14, H, carries 0.122; number 15, H, carries 0.133; number 16, H, carries 0.113; number 17, H, carries 0.123; number 18, H, carries 0.157; number 19, H, carries 0.114

***

The following is a quantum chemistry calculation of an isolated ion of composition C6H11N2 and charge +1, from the OMol25 dataset.

XYZ file:
```
19
C6H11N2, DFT ωB97M-V/def2-TZVPD
C 0.2778 -1.8201 1.2732
C 0.2692 -0.7261 2.1727
C 0.4095 0.5785 0.2364
C -1.1436 2.1969 -0.7338
C 0.4090 -2.0673 -1.2653
C 0.2299 1.5064 -0.8900
N 0.3091 -1.4140 -0.0313
N 0.3282 0.4273 1.5137
H 0.3564 -2.9164 1.5904
H 0.1725 -0.5735 3.2520
H -1.9256 1.5839 -0.8558
H -1.3837 2.9921 -1.4325
H -1.1886 2.5777 0.3170
H 0.0068 -3.0703 -1.1490
H -0.1969 -1.3179 -1.8955
H 1.4572 -2.2248 -1.4732
H 1.0410 2.1034 -0.9716
H 0.3258 0.9488 -1.8282
H 0.2460 1.2156 2.1707
```

Computed properties:
ΔE to the lowest compared entry with this formula, charge and spin: 4.540 eV
Net charge: +1
Kohn-Sham gap (spin up / spin down): 8.730 / 8.729 eV
Energy: -344.34831 Eh

Per-atom Löwdin charges, elementary charge units: number 1, C, carries -0.034; number 2, C, carries -0.078; number 3, C, carries 0.079; number 4, C, carries -0.041; number 5, C, carries -0.067; number 6, C, carries -0.147; number 7, N, carries -0.033; number 8, N, carries 0.041; number 9, H, carries 0.167; number 10, H, carries 0.137; number 11, H, carries 0.035; number 12, H, carries 0.094; number 13, H, carries 0.098; number 14, H, carries 0.104; number 15, H, carries 0.126; number 16, H, carries 0.097; number 17, H, carries 0.088; number 18, H, carries 0.128; number 19, H, carries 0.205

***

The following is a quantum chemistry calculation of an isolated ion of composition C6H11N2 and charge +1, from the OMol25 dataset.

XYZ file:
```
19
C6H11N2, DFT ωB97M-V/def2-TZVPD
C 0.4716 1.5282 -0.1729
C -0.0945 1.0050 1.1175
C 1.1510 -1.0087 0.5905
C 1.4208 -0.4907 -0.8726
C -0.2414 -0.5207 0.7628
C -2.0970 -0.1649 -0.8972
N -0.8860 -0.5931 -0.4687
N 0.8511 0.7425 -1.0702
H 0.7109 2.5405 -0.2150
H 0.5511 1.0469 2.0055
H -1.0321 1.2965 1.4753
H 1.1735 -2.0463 0.6102
H 1.7831 -0.6251 1.3838
H 2.5470 -0.3312 -0.8833
H 1.2117 -1.1486 -1.6377
H -0.6271 -1.0854 1.5429
H -2.6237 0.5824 -0.2321
H -1.7458 0.3459 -1.7934
H -2.5242 -1.0731 -1.2454
```

Computed properties:
ΔE to the lowest compared entry with this formula, charge and spin: 6.739 eV
Net charge: +1
Kohn-Sham gap (spin up / spin down): 6.984 / 7.029 eV
Energy: -344.26750 Eh

Per-atom Löwdin charges, elementary charge units: number 1, C, carries -0.034; number 2, C, carries -0.028; number 3, C, carries -0.076; number 4, C, carries -0.186; number 5, C, carries -0.329; number 6, C, carries -0.036; number 7, N, carries 0.107; number 8, N, carries 0.116; number 9, H, carries 0.131; number 10, H, carries 0.141; number 11, H, carries 0.104; number 12, H, carries 0.107; number 13, H, carries 0.131; number 14, H, carries 0.169; number 15, H, carries 0.103; number 16, H, carries 0.172; number 17, H, carries 0.135; number 18, H, carries 0.140; number 19, H, carries 0.132

***

The following is a quantum chemistry calculation of an isolated ion of composition C6H11N2 and charge +1, from the OMol25 dataset.

XYZ file:
```
19
C6H11N2, DFT ωB97M-V/def2-TZVPD
C -1.0871 1.3240 0.4710
C -1.3247 0.0129 0.2220
C -2.4950 -0.6907 -0.4978
N -0.2991 -0.9167 0.7889
N 0.9156 -1.0656 -0.2860
C 0.8111 -0.1734 -1.3677
C 1.7482 0.0218 -0.4917
C 2.7775 0.5616 0.2749
H -0.1031 1.5912 0.8227
H -1.6598 2.1725 0.0999
H -3.1012 -0.0402 -1.1030
H -3.2181 -1.0394 0.1870
H -2.0050 -1.3411 -1.0819
H -0.4644 -1.9461 1.0313
H 0.0107 -0.4810 1.6447
H 0.2751 -0.0341 -2.1935
H 3.7416 0.3874 -0.1521
H 2.7859 0.0388 1.2501
H 2.6917 1.6181 0.3810
```

Computed properties:
ΔE to the lowest compared entry with this formula, charge and spin: 6.074 eV
Net charge: +1
Kohn-Sham gap: 10.017 eV
Energy: -344.29191 Eh

Per-atom Löwdin charges, elementary charge units: number 1, C, carries 0.120; number 2, C, carries -0.302; number 3, C, carries 0.009; number 4, N, carries 0.094; number 5, N, carries 0.076; number 6, C, carries 0.096; number 7, C, carries -0.249; number 8, C, carries 0.006; number 9, H, carries 0.066; number 10, H, carries 0.095; number 11, H, carries 0.094; number 12, H, carries 0.082; number 13, H, carries 0.039; number 14, H, carries 0.212; number 15, H, carries 0.143; number 16, H, carries 0.094; number 17, H, carries 0.107; number 18, H, carries 0.120; number 19, H, carries 0.098

***

Strongest force on any atom per entry: 4.37 3.64 3.63 4.29 1.08 7.10 5.34 4.30 eV Å⁻¹